(1)
Density functional theory data (ωB97M-V/def2-TZVPD) for C8H13N2P in the gas phase at a distorted geometry.

```
! RIJCOSX wB97M-V def2-TZVPD def2/J DEFGRID3
* xyz 0 1
H -2.5526 2.3909 0.4927
P -2.8702 1.2175 -0.3213
C -1.3778 0.4926 0.1094
N -1.2412 -0.9282 -0.1233
C -2.3553 -1.8527 -0.0663
C 0.1305 -1.3827 0.1938
C 0.6150 -2.5729 -0.1328
C 0.8160 -0.1509 0.6238
C 1.8971 0.2045 -0.3854
C 1.9176 1.7485 -0.3046
C 0.5320 2.2322 0.2897
N -0.1305 0.9424 0.4992
H -2.2357 -2.7633 -0.5093
H -2.5956 -1.8642 0.9508
H -3.2602 -1.2747 -0.6458
H -0.0401 -3.3815 -0.4629
H 1.6558 -2.7068 0.1676
H 1.3256 -0.0906 1.6331
H 1.4617 0.1731 -1.4376
H 2.7934 -0.3762 -0.1807
H 2.6846 2.0073 0.3723
H 2.1560 2.2971 -1.2520
H 0.5585 2.9008 1.1121
H 0.1154 2.7378 -0.6225
*
```

Calculated values
* strongest force on any atom: 5.945 eV/A
* lowest unoccupied orbital energy: 0.80 eV
* M: 168.2 g/mol
* energy relative to the best compared isomer or geometry (same formula, charge and spin): 0.974 eV
* gap between HOMO and LUMO: 8.014 eV


(2)
Density functional theory data (ωB97M-V/def2-TZVPD) for C8H13N3O in the gas phase at a distorted geometry.

```
! RIJCOSX wB97M-V def2-TZVPD def2/J DEFGRID3
* xyz 0 1
C -1.3227 0.7469 -0.6751
C 0.0555 0.2062 -0.4659
C 0.7725 1.1741 0.4669
C 0.5542 0.2289 -1.9075
C 0.0982 -1.2268 0.0753
C 1.3687 -1.9948 -0.0598
O 1.6357 -2.6306 -1.0432
N -0.3255 -1.1873 1.4505
C -1.5445 -1.1421 2.0132
N -1.4467 -1.1450 3.3097
C -0.1269 -1.1231 3.5084
N 0.6330 -1.1369 2.4339
H -1.8949 -0.0833 -1.2538
H -1.9116 0.9506 0.2162
H -1.3616 1.5959 -1.2027
H 1.7006 0.6380 0.8866
H 1.0154 2.1282 0.1135
H 0.0081 1.3387 1.3808
H 1.6106 -0.2217 -1.8381
H 0.6589 1.2457 -2.2422
H 0.0143 -0.3886 -2.6275
H -0.5265 -1.7361 -0.5972
H 2.0240 -1.8829 0.8687
H -2.4277 -1.2123 1.3749
H 0.0788 -1.0651 4.5359
*
```

Calculated values
* strongest force on any atom: 5.994 eV/A
* lowest unoccupied orbital energy: 0.67 eV
* M: 167.2 g/mol
* energy relative to the best compared isomer or geometry (same formula, charge and spin): 2.288 eV
* gap between HOMO and LUMO: 10.631 eV


(3)
Density functional theory data (ωB97M-V/def2-TZVPD) for 2 unconnected molecules or ions with the total composition C8H13N3O2 at a distorted geometry.

```
! RIJCOSX wB97M-V def2-TZVPD def2/J DEFGRID3
* xyz 0 1
H -1.2592 -1.4920 1.9864
N -0.4962 -2.2117 1.6303
C -0.1392 -1.9075 0.4744
C 0.4918 -2.8480 -0.3869
C -0.5864 -0.7053 -0.1701
C -0.2347 -0.1764 -1.3964
N -0.9642 0.9169 -1.5880
C -1.7664 1.0682 -0.4751
C -2.7391 2.2180 -0.3530
N -1.5955 0.0817 0.3605
H -0.1576 -3.5676 -0.8535
H 1.1232 -3.3768 0.3568
H 1.1706 -2.2932 -1.1434
H 0.2917 -0.6633 -2.2125
H -0.8068 1.5357 -2.3633
H -2.3802 2.8968 -1.1560
H -3.8060 1.8567 -0.6704
H -2.6127 2.7762 0.5812
C 1.4087 1.1886 1.6867
C 2.0880 0.6716 0.6386
O 2.7483 -0.4894 0.6887
O 2.2161 1.2249 -0.6334
H 1.2567 0.6369 2.6256
H 0.8910 2.1223 1.5822
H 2.7337 -0.7862 1.6950
H 3.1245 1.3229 -0.9044
*
```

Calculated values
* strongest force on any atom: 4.370 eV/A
* lowest unoccupied orbital energy: 0.51 eV
* M: 183.2 g/mol
* energy relative to the best compared isomer or geometry (same formula, charge and spin): 1.358 eV
* gap between HOMO and LUMO: 8.792 eV


(4)
Density functional theory data (ωB97M-V/def2-TZVPD) for 3 unconnected molecules or ions with the total composition C8H13N3O2P at a distorted geometry.

```
! RIJCOSX wB97M-V def2-TZVPD def2/J DEFGRID3
* xyz -1 1
N 1.4634 -0.1992 0.0456
P 0.1795 0.2721 -0.7910
O 0.0452 1.9698 -0.6549
O -1.0995 -0.2135 0.2096
H 2.2497 0.2113 -0.4613
H -0.1054 2.2309 0.2669
H -1.8595 -0.0426 -0.3589
N 2.3246 2.1283 1.7939
C 1.7350 3.2494 2.2887
C 2.6784 3.9657 2.9878
C 3.8940 3.2358 2.9050
C 3.6330 2.1088 2.1608
H 1.8707 1.4011 1.2240
H 0.6933 3.4554 2.1064
H 2.5139 4.9023 3.4960
H 4.8447 3.5028 3.3383
H 4.2715 1.2939 1.8636
N -2.4472 -2.9013 -1.3145
C -3.0181 -2.1874 -2.3263
C -3.5053 -3.0716 -3.2530
C -3.2101 -4.3790 -2.7778
C -2.5527 -4.2355 -1.5827
H -1.9846 -2.4924 -0.5167
H -3.0169 -1.1111 -2.3119
H -4.0033 -2.8101 -4.1720
H -3.4426 -5.3140 -3.2606
H -2.1517 -4.9696 -0.9050
*
```

Calculated values
* strongest force on any atom: 1.173 eV/A
* lowest unoccupied orbital energy: 3.33 eV
* M: 214.2 g/mol
* energy relative to the best compared isomer or geometry (same formula, charge and spin): 0.000 eV
* gap between HOMO and LUMO: 6.740 eV


M of number 2 (C8H13N3O)?
167.2 g/mol


Which value of gap between HOMO and LUMO does entry 3 give?
8.792 eV


Among the records above, which one has the highest lowest unoccupied orbital energy?
C8H13N3O2P